1.
ORCA calculation (the ωB97M-V functional and the def2-TZVPD basis) on a structure of composition C17H17Br2CuNO at a distorted geometry.

Summary:
ΔE to the lowest compared entry with this formula, charge and spin	54.5	kJ/mol
E_LUMO (spin up / spin down)	-0.0266 / -0.0428	Eh
2S+1	2
DFT total energy	-7576.34000	hartree

The geometry in XYZ format:
```
39
Properties=species:S:1:pos:R:3:forces:R:3
C 0.28656 -1.38385 -2.94129 -0.29 -0.44 1.46
C 0.19176 1.96850 -2.35204 -0.37 0.04 0.27
C -1.00769 -1.39023 -3.32925 1.72 0.56 1.18
H 0.68927 -2.29632 -2.45694 -0.29 0.12 -1.01
C -1.12545 1.93260 -2.09977 0.67 0.29 -0.34
H 0.80561 2.74846 -1.86754 -0.51 -0.39 -0.09
H -1.47283 -2.37133 -3.46760 -0.06 0.41 0.44
H -1.53762 2.73836 -1.46769 0.21 -0.58 -0.13
C -1.83363 -0.16695 -3.63885 -0.68 -0.11 -1.07
H -2.82342 -0.62245 -3.87770 0.52 0.80 -0.34
H -1.37733 0.28161 -4.53210 -0.62 -0.21 -0.19
C 1.36429 -0.31140 -2.91726 -0.15 -0.05 -0.38
H 1.99930 -0.71898 -3.72509 0.27 0.44 0.24
H 2.02015 -0.27912 -2.01062 -0.85 -0.37 -0.44
C 0.96995 1.11308 -3.32668 0.55 0.17 -0.09
H 0.47048 1.04174 -4.29469 0.02 0.22 0.07
H 1.91321 1.66458 -3.48920 -0.31 -0.27 -0.21
C -2.17408 1.04855 -2.72874 -0.12 -0.18 0.33
H -2.77272 1.71847 -3.37593 0.14 -0.26 0.17
H -2.88107 0.75613 -1.94254 0.17 -0.14 -0.01
Cu 1.54511 -1.80995 0.77766 1.24 -1.27 -1.09
H 0.74708 -1.47588 -0.30937 -0.60 0.42 -1.80
Br -0.47418 -4.42459 4.27586 -0.30 0.74 0.33
C -0.31817 -2.52704 4.15204 0.87 0.84 -1.33
C -0.59869 -1.60715 5.17188 0.01 0.51 0.59
C -0.28880 -0.24676 5.12403 0.20 -0.97 -1.36
Br -0.54070 0.86945 6.61869 -0.18 -0.02 0.03
C 0.28001 0.27852 3.91682 0.03 -0.49 0.19
C 0.53163 1.64429 3.63557 0.07 -0.32 -0.59
C 0.98968 1.99952 2.37168 0.12 0.26 0.29
C 1.40292 1.02449 1.44214 -0.29 -1.32 1.07
N 1.27166 -0.27397 1.75787 -0.38 2.74 0.65
C 0.61064 -0.66001 2.88821 -0.16 0.70 0.42
C 0.29928 -2.06478 2.95730 -0.19 -0.87 1.35
O 0.65523 -2.86221 2.00719 -0.38 -0.90 1.14
H -1.06614 -1.97144 6.07109 0.00 -0.15 0.23
H 0.32375 2.37774 4.41978 0.01 -0.12 -0.49
H 1.07228 3.04476 2.09738 0.10 -0.06 0.09
H 1.85263 1.21352 0.46571 -0.20 0.26 0.41
```
Positions in Å, forces in eV/Å.

For each atom in turn, the natural (NBO) charge in e is:
1. C -0.17
2. C -0.21
3. C -0.21
4. H 0.21
5. C -0.17
6. H 0.19
7. H 0.21
8. H 0.20
9. C -0.45
10. H 0.22
11. H 0.21
12. C -0.43
13. H 0.22
14. H 0.21
15. C -0.45
16. H 0.21
17. H 0.21
18. C -0.43
19. H 0.22
20. H 0.21
21. Cu 1.08
22. H -0.27
23. Br 0.09
24. C -0.19
25. C -0.21
26. C -0.14
27. Br 0.07
28. C -0.10
29. C -0.11
30. C -0.27
31. C 0.08
32. N -0.57
33. C 0.07
34. C 0.40
35. O -0.85
36. H 0.24
37. H 0.24
38. H 0.23
39. H 0.22

=====

2.
ORCA calculation (the ωB97M-V functional and the def2-TZVPD basis) on a structure of composition C3H3Br2F at a distorted geometry.

Summary:
ΔE to the lowest compared entry with this formula, charge and spin	329.2	kJ/mol
E_LUMO	-0.0436	Eh
2S+1	1
DFT total energy	-5363.83455	hartree

The geometry in XYZ format:
```
9
Properties=species:S:1:pos:R:3:forces:R:3
C -1.99579 0.49307 -0.27624 -2.73 -1.54 -0.54
C -0.88334 0.77314 0.34822 0.19 2.89 0.28
C 2.59987 -0.73364 -0.31391 -0.44 0.61 -0.59
F -0.38885 -0.09430 1.25010 0.52 0.42 -0.30
Br 3.00310 -1.23048 1.41211 0.31 -0.44 0.11
Br 3.34851 -1.78739 -1.68004 0.10 -0.15 0.48
H -2.62929 1.14062 -0.88080 1.05 0.55 -0.03
H -2.61462 -0.44636 -0.15974 1.45 0.70 0.27
H -0.43959 1.88535 0.30030 -0.45 -3.04 0.33
```
Positions in Å, forces in eV/Å.

For each atom in turn, the natural (NBO) charge in e is:
1. C -0.51
2. C 0.23
3. C -0.26
4. F -0.34
5. Br 0.15
6. Br 0.11
7. H 0.22
8. H 0.21
9. H 0.18

=====

3.
ORCA calculation (the ωB97M-V functional and the def2-TZVPD basis) on a cluster of 2 separate species, CH4IOP in total at a distorted geometry.

Summary:
structure (SMILES)	C=O.PI
ΔE to the lowest compared entry with this formula, charge and spin	141.3	kJ/mol
E_LUMO	0.0008	Eh
2S+1	1
DFT total energy	-754.72862	hartree

The geometry in XYZ format:
```
8
Properties=species:S:1:pos:R:3:forces:R:3
C 0.95272 1.48036 -0.51904 -2.12 -0.14 2.93
O 1.47712 0.58145 0.05442 1.57 -0.83 -0.26
H 0.94963 1.79540 -1.48847 1.32 0.36 -3.49
H 0.15155 1.98879 -0.01111 -0.53 0.92 0.83
P -0.80890 -1.40984 -0.30595 0.57 -0.57 2.11
I -2.45189 0.31688 0.02564 -0.42 0.38 0.04
H -1.59165 -2.45400 0.31644 0.29 0.41 -0.36
H -1.21552 -1.72923 -1.53921 -0.68 -0.53 -1.80
```
Positions in Å, forces in eV/Å.

For each atom in turn, the natural (NBO) charge in e is:
1. C 0.28
2. O -0.48
3. H 0.11
4. H 0.09
5. P 0.18
6. I -0.13
7. H -0.01
8. H -0.04

=====

4.
ORCA calculation (the ωB97M-V functional and the def2-TZVPD basis) on an isolated molecule of C22H30N4O5S at a distorted geometry.

Summary:
structure (SMILES)	COc1cccc(CNC(=O)[C@@H]2CCCN(S(=O)(=O)c3c(C)noc3/C=C/N(C)C)C2)c1
ΔE to the lowest compared entry with this formula, charge and spin	415.6	kJ/mol
E_LUMO	0.0232	Eh
2S+1	1
DFT total energy	-1849.69575	hartree

The geometry in XYZ format:
```
62
Properties=species:S:1:pos:R:3:forces:R:3
C 2.73549 -3.65296 1.05892 0.22 -0.10 -0.14
O 1.57240 -3.06950 1.60899 -0.26 0.15 0.11
C 0.45339 -3.00669 0.83746 -0.18 0.01 -0.09
C 0.35049 -3.51654 -0.45155 0.35 -0.03 0.16
C -0.85420 -3.42492 -1.12836 -0.18 0.07 -0.03
C -1.95183 -2.82338 -0.54538 -0.01 -0.07 -0.02
C -1.85133 -2.28733 0.73555 0.04 -0.08 0.08
C -2.99844 -1.48519 1.30231 0.12 -0.01 0.08
N -3.03620 -0.20707 0.60535 -0.45 -0.12 -0.11
C -2.15718 0.77162 0.94152 -0.07 0.49 -0.38
O -1.68336 0.86184 2.05657 0.20 -0.12 0.33
C -1.76857 1.71135 -0.18644 -0.06 -0.12 0.00
C -2.88173 2.57554 -0.78149 0.18 0.17 0.14
C -2.25784 3.47569 -1.85106 -0.13 -0.20 -0.09
C -1.55032 2.63921 -2.92126 -0.12 0.62 -0.23
N -0.58853 1.70813 -2.36464 1.10 0.16 -0.01
S 0.91443 2.39915 -2.00364 -0.04 -0.64 -0.15
O 0.83914 3.24791 -0.84208 0.06 -0.19 0.10
O 1.37269 3.00345 -3.22012 -0.02 -0.10 -0.12
C 1.84529 0.96585 -1.63325 -0.22 0.36 0.60
C 2.34409 0.00536 -2.54659 0.09 -0.24 0.35
C 2.28350 0.08483 -4.02379 0.10 -0.16 -0.11
N 2.86438 -1.00514 -1.90397 0.17 -0.24 -1.28
O 2.72062 -0.75903 -0.55658 -0.39 0.83 0.71
C 2.09903 0.42388 -0.37675 -0.03 0.17 -0.68
C 1.76332 0.91476 0.90176 0.00 0.01 0.49
C 1.88936 0.15612 2.02495 0.06 0.05 -0.28
N 1.58569 0.52916 3.26917 0.05 -0.03 -0.07
C 1.50616 -0.43734 4.33179 0.03 -0.18 0.25
C 1.01215 1.82597 3.54173 -0.15 0.21 -0.10
C -1.14357 0.88287 -1.32358 0.05 -0.22 0.55
C -0.65192 -2.37937 1.41627 0.11 -0.08 -0.01
H 2.56942 -4.70343 0.80229 0.00 0.04 0.01
H 3.07581 -3.10266 0.17811 -0.02 -0.06 0.03
H 3.49216 -3.59121 1.83994 -0.02 -0.03 -0.07
H 1.19485 -3.97580 -0.93824 0.12 -0.04 -0.02
H -0.92860 -3.82936 -2.12691 0.00 -0.05 -0.08
H -2.88789 -2.76656 -1.08284 -0.12 0.00 -0.08
H -3.95590 -1.99047 1.15941 0.08 0.02 0.07
H -2.84399 -1.27656 2.36119 -0.11 -0.08 -0.08
H -3.31140 -0.26504 -0.36309 0.09 0.08 0.04
H -0.99476 2.37626 0.20862 -0.18 -0.18 0.07
H -3.34468 3.18353 -0.00244 -0.08 -0.04 -0.01
H -3.65781 1.94754 -1.22927 -0.09 -0.03 0.00
H -1.52370 4.13143 -1.38071 -0.06 0.09 -0.01
H -3.02337 4.09204 -2.32514 0.02 0.04 -0.01
H -0.99366 3.27846 -3.60721 -0.24 0.01 -0.13
H -2.28215 2.05653 -3.49364 0.09 0.02 0.01
H 1.30791 -0.26063 -4.36415 -0.06 0.01 -0.07
H 2.40033 1.12043 -4.33224 0.04 -0.04 -0.10
H 3.05354 -0.54151 -4.46485 0.02 -0.03 -0.06
H 1.35340 1.90873 0.90948 -0.07 0.09 0.11
H 2.27079 -0.85012 1.92443 -0.03 -0.13 0.09
H 2.11050 -0.11403 5.18375 -0.04 -0.04 0.00
H 0.47052 -0.54793 4.66664 0.00 -0.06 0.02
H 1.86610 -1.40441 3.98729 0.00 -0.01 -0.02
H -0.03069 1.85872 3.21530 0.04 0.05 0.01
H 1.06262 2.01902 4.61156 0.05 0.01 0.01
H 1.57330 2.59748 3.01696 0.04 0.06 0.02
H -0.35205 0.24061 -0.93410 -0.19 -0.14 0.00
H -1.89737 0.24036 -1.79604 0.08 0.02 0.02
H -0.54982 -1.95965 2.40412 0.01 0.09 0.18
```
Positions in Å, forces in eV/Å.

For each atom in turn, the natural (NBO) charge in e is:
1. C -0.26
2. O -0.51
3. C 0.31
4. C -0.26
5. C -0.19
6. C -0.26
7. C -0.01
8. C -0.25
9. N -0.61
10. C 0.71
11. O -0.64
12. C -0.36
13. C -0.39
14. C -0.42
15. C -0.23
16. N -0.67
17. S 2.34
18. O -0.96
19. O -0.94
20. C -0.58
21. C 0.22
22. C -0.66
23. N -0.17
24. O -0.31
25. C 0.41
26. C -0.50
27. C 0.20
28. N -0.39
29. C -0.40
30. C -0.43
31. C -0.23
32. C -0.27
33. H 0.18
34. H 0.20
35. H 0.20
36. H 0.22
37. H 0.22
38. H 0.20
39. H 0.21
40. H 0.23
41. H 0.38
42. H 0.26
43. H 0.22
44. H 0.19
45. H 0.22
46. H 0.21
47. H 0.24
48. H 0.19
49. H 0.23
50. H 0.25
51. H 0.23
52. H 0.26
53. H 0.21
54. H 0.20
55. H 0.20
56. H 0.22
57. H 0.24
58. H 0.20
59. H 0.21
60. H 0.24
61. H 0.19
62. H 0.23

=====

5.
ORCA calculation (the ωB97M-V functional and the def2-TZVPD basis) on a cluster of 2 separate species, C4H13NO2 in total at a distorted geometry.

Summary:
structure (SMILES)	COC[C@H](C)N.O
ΔE to the lowest compared entry with this formula, charge and spin	149.2	kJ/mol
E_LUMO	0.0291	Eh
2S+1	1
DFT total energy	-365.38567	hartree

The geometry in XYZ format:
```
20
Properties=species:S:1:pos:R:3:forces:R:3
C 20.78746 -17.99620 5.26850 1.40 1.06 1.13
O 20.67205 -18.80655 6.44428 -0.49 -1.12 -0.51
C 21.54514 -19.93392 6.38640 0.48 -0.34 -1.14
C 21.02649 -21.03576 5.42709 -1.22 -1.40 -0.57
C 19.70145 -21.66770 5.90065 0.88 0.17 0.53
N 22.01112 -22.06518 5.09696 1.06 0.43 1.12
H 21.67090 -17.40432 5.50789 0.31 0.44 -0.46
H 19.98773 -17.25904 5.19682 -0.36 -0.57 0.05
H 21.01981 -18.46401 4.31180 -0.55 -0.55 0.17
H 22.53082 -19.61870 6.04408 0.23 0.30 -0.48
H 21.82151 -20.33986 7.35950 -0.93 0.04 0.33
H 20.70651 -20.66359 4.45385 0.07 1.20 0.08
H 19.77612 -22.28463 6.79615 0.34 0.24 0.32
H 19.32529 -22.36991 5.15667 -0.34 0.49 -0.30
H 19.08447 -20.79473 6.11365 -0.63 -0.45 -0.16
H 21.69073 -22.91008 4.64576 -0.38 0.32 0.03
H 22.75964 -21.64950 4.56121 0.10 -0.25 -0.11
O 17.57869 -17.49377 10.34183 -0.13 -0.09 0.17
H 17.72285 -16.55071 10.26381 0.02 0.24 0.02
H 18.01651 -17.86756 9.57708 0.13 -0.15 -0.20
```
Positions in Å, forces in eV/Å.

For each atom in turn, the natural (NBO) charge in e is:
1. C -0.27
2. O -0.54
3. C -0.08
4. C -0.07
5. C -0.62
6. N -0.86
7. H 0.17
8. H 0.20
9. H 0.18
10. H 0.16
11. H 0.20
12. H 0.16
13. H 0.20
14. H 0.20
15. H 0.22
16. H 0.37
17. H 0.35
18. O -0.94
19. H 0.47
20. H 0.47